Entry 1:
Here is C45H23Cl3F15GeIrN2P2S as an isolated structure at a distorted geometry from OMol25. Energies are from the ωB97M-V functional and the def2-TZVPD basis.

Geometry as XYZ:
```
93
C45H23Cl3F15GeIrN2P2S the ωB97M-V functional and the def2-TZVPD basis
Ir -0.7376 0.0883 -1.4839
C 2.8266 2.5562 -1.7342
N 1.6245 1.7139 -1.5328
P 0.1584 2.2364 -0.9300
C 0.2428 2.3390 0.8618
C -0.9693 2.2443 1.5601
C -0.9809 2.3685 2.9422
C 0.2127 2.5788 3.6216
C 1.4145 2.6771 2.9247
C 1.4376 2.5576 1.5430
C -0.0068 3.8790 -1.5535
C -0.1275 4.9635 -0.6780
C -0.1375 6.2441 -1.2045
C -0.0669 6.4360 -2.5807
C 0.0183 5.3492 -3.4517
C 0.0429 4.0665 -2.9447
P 1.5030 0.1460 -2.1272
C 1.7356 0.2317 -3.8912
C 0.6003 0.3781 -4.7002
C 0.7261 0.3822 -6.0778
C 1.9843 0.2451 -6.6533
C 3.1147 0.1193 -5.8543
C 3.0018 0.1178 -4.4738
C 2.8093 -0.7738 -1.3754
C 3.2418 -0.4336 -0.0868
C 4.3197 -1.0997 0.4604
C 4.9327 -2.1344 -0.2442
C 4.4534 -2.5265 -1.4894
C 3.3770 -1.8634 -2.0523
H 2.7349 3.4734 -1.1592
H 2.9479 2.8286 -2.7830
H 3.7128 2.0156 -1.4081
H -1.8965 2.1077 1.0239
H -1.9196 2.3247 3.4815
H 0.2054 2.6967 4.6980
H 2.3365 2.8717 3.4584
H 2.3772 2.6601 1.0120
H -0.1878 4.8141 0.3925
H -0.2033 7.0926 -0.5363
H -0.0735 7.4430 -2.9790
H 0.0544 5.5107 -4.5211
H 0.1100 3.2146 -3.6152
H -0.3802 0.4872 -4.2520
H -0.1514 0.4822 -6.7027
H 2.0865 0.2502 -7.7308
H 4.0929 0.0218 -6.3063
H 3.8934 0.0503 -3.8637
H 2.7455 0.3524 0.4700
H 4.6933 -0.8078 1.4331
H 5.7831 -2.6476 0.1867
H 4.9157 -3.3458 -2.0229
H 2.9870 -2.1864 -3.0092
F -2.3561 -3.1804 -0.1267
C -1.7733 -4.1020 0.6728
C -1.0669 -3.6592 1.7813
C -0.4527 -4.6040 2.5925
F 0.2330 -4.2197 3.6664
C -0.5628 -5.9507 2.3164
F 0.0127 -6.8448 3.0971
C -1.2891 -6.3629 1.2084
F -1.3975 -7.6423 0.9419
C -1.8950 -5.4351 0.3707
F -2.5735 -5.8347 -0.6944
Ge -1.2414 -1.7966 2.2318
S -0.1458 -0.5939 0.5977
C -3.1399 -1.4305 2.3942
C -3.8665 -0.4702 1.7210
F -3.2594 0.2984 0.7847
C -5.2075 -0.2731 1.9580
F -5.8780 0.6566 1.2881
C -5.8508 -1.0598 2.8986
F -7.1309 -0.8823 3.1317
C -5.1520 -2.0340 3.5951
F -5.7675 -2.7779 4.4911
C -3.8095 -2.2013 3.3330
F -3.1119 -3.1092 4.0246
C -0.1831 -1.2085 3.7371
C -0.7219 -0.6225 4.8765
F -2.0239 -0.3454 4.9416
C 0.0711 -0.2902 5.9560
F -0.4579 0.2682 7.0311
C 1.4368 -0.5196 5.8934
F 2.2000 -0.1956 6.9105
C 2.0078 -1.0662 4.7529
F 3.3199 -1.2370 4.6797
C 1.1920 -1.4088 3.7015
F 1.7399 -1.9523 2.6060
Cl -3.5932 -0.5456 -6.1127
C -4.2304 -0.8897 -4.5102
Cl -5.6132 0.1184 -4.1321
Cl -4.5812 -2.5912 -4.3034
C -3.1619 -0.5362 -3.5545
N -2.3340 -0.2654 -2.8100
```

Its spin multiplicity is 2. As for the charge: +3. For the gap between HOMO and LUMO (spin up / spin down), the calculation gives 5.355 / 4.727 eV. Its expectation value of S² is 0.762. The energy relative to the best compared isomer or geometry (same formula, charge and spin) is 43.5 kcal/mol. As for the calculated total energy: -7977.8005 Eh.



Entry 2:
Here is one molecule with the formula C3H6N4O2 at a distorted geometry from OMol25. Energies are from the ωB97M-V functional and the def2-TZVPD basis.

Geometry as XYZ:
```
15
C3H6N4O2 the ωB97M-V functional and the def2-TZVPD basis
C -0.7436 1.0346 0.3413
C 1.0665 0.7363 1.8144
C 1.6620 0.8690 -0.5035
N -1.1632 -0.1530 -0.1040
N 0.7853 1.0327 0.6200
N -0.3696 -1.1318 -0.4617
N -1.0737 -2.3865 -0.7943
O -1.3790 2.0009 0.6917
O 0.8666 0.7635 2.9916
H 1.2711 -0.0261 -1.0773
H 1.7972 1.8938 -1.0586
H 2.7355 0.7921 -0.2219
H -2.1497 -0.2961 -0.2837
H -1.3851 -2.5087 -1.7829
H -1.9204 -2.6206 -0.1709
```

For the gap between HOMO and LUMO (spin up / spin down), the calculation gives 5.578 / 9.336 eV. The energy relative to the best compared isomer or geometry (same formula, charge and spin) is 144.3 kcal/mol. As for the calculated total energy: -487.2229 Eh.



Entry 3:
Here is one molecule with the formula C4H6N2 at a distorted geometry from OMol25. Energies are from the ωB97M-V functional and the def2-TZVPD basis.

Geometry as XYZ:
```
12
C4H6N2 the ωB97M-V functional and the def2-TZVPD basis
C -0.5801 1.2621 1.4265
C -0.1016 0.9999 0.0561
C 0.5946 -0.2901 -0.0510
N 0.7903 -0.7973 -1.4146
C -0.1574 -1.6368 -1.8761
N -0.9479 -2.3962 -2.2618
H -0.5087 2.3187 1.7030
H -0.2370 0.6109 2.2472
H -1.6644 1.0854 1.2925
H 1.5880 -0.0011 0.3523
H 0.2504 -1.1162 0.5902
H 0.9737 -0.0393 -2.0642
```

For the gap between HOMO and LUMO, the calculation gives 8.810 eV. The energy relative to the best compared isomer or geometry (same formula, charge and spin) is 98.8 kcal/mol. As for the calculated total energy: -265.3782 Eh.



Entry 4:
Here is a 4-piece molecular cluster, CH10N2O3 overall from OMol25. Energies are from the ωB97M-V functional and the def2-TZVPD basis.

Geometry as XYZ:
```
16
CH10N2O3 the ωB97M-V functional and the def2-TZVPD basis
N -1.2834 0.2499 0.1018
C -0.9500 1.0131 1.1546
N -0.5282 0.5508 2.2674
H -1.4069 0.6298 -0.8279
H -1.2710 -0.7553 0.1273
H -1.0835 2.0778 0.9445
H -0.3977 1.3116 2.9261
H 1.8926 -1.0085 -0.4140
H 1.8816 -1.4106 -1.8892
O 1.3219 -1.0357 -1.1947
H 0.6140 -1.1890 2.0940
H 0.5590 -1.8624 0.7022
O 0.8815 -1.9869 1.5974
H -0.0919 1.9017 -2.7262
H 0.3055 0.5004 -2.2600
O -0.4436 1.0131 -2.6032
```

As for the SMILES: [H]/N=C/N.O.O.O. For the gap between HOMO and LUMO, the calculation gives 9.686 eV. The energy relative to the best compared isomer or geometry (same formula, charge and spin) is 7.9 kcal/mol. As for the calculated total energy: -379.3352 Eh.